ORCA calculation (the ωB97M-V functional and the def2-TZVPD basis) on C16H9Cl3F6HgN3O5S3 as an isolated structure at a distorted geometry.

```
46
Properties=species:S:1:pos:R:3:forces:R:3:mulliken_charge:R:1
Hg -0.0960 1.8391 0.9874 0.602 -1.019 0.174 1.539
F -3.6613 4.5547 -2.1935 0.124 0.049 0.091 -0.285
C -2.7164 4.5083 -1.2145 -0.571 0.459 -0.248 0.679
F -1.5775 4.2258 -1.8017 -0.007 -0.218 0.277 -0.126
F -2.6301 5.7430 -0.6978 0.117 -0.127 0.030 -0.248
S -3.4936 3.4080 0.1152 -0.041 0.346 0.228 1.004
O -2.5334 3.0076 1.1005 -0.130 0.286 -0.105 -0.540
O -4.5595 4.2692 0.5303 -0.275 -0.129 -0.114 -0.709
N -4.0832 2.1687 -0.6978 0.290 -0.063 0.061 -0.675
S -2.9851 1.1094 -1.0836 -0.188 -0.276 -1.093 1.221
O -1.6755 1.6673 -1.2959 0.001 -0.296 0.098 -0.579
O -3.0836 -0.1545 -0.4058 -0.153 -0.145 0.265 -0.728
C -3.5240 0.6846 -2.8291 -0.064 0.036 0.082 0.526
F -2.9651 -0.4792 -3.1963 0.018 0.124 0.072 -0.236
F -4.8526 0.5492 -2.9637 0.136 0.015 0.155 -0.249
F -3.1192 1.6235 -3.6883 -0.079 -0.037 0.112 -0.242
Cl 4.8027 0.9559 2.7867 0.120 0.119 0.205 -0.292
C 4.0203 0.0191 1.5445 -0.022 -0.022 -0.165 0.689
C 4.7211 -1.0270 0.9701 -0.118 0.008 -0.005 -0.938
C 4.1114 -1.7839 -0.0091 -0.117 0.092 0.161 1.159
Cl 5.0069 -3.1168 -0.7114 0.158 -0.206 -0.071 -0.358
C 2.7975 -1.5268 -0.4433 -0.039 0.344 -0.140 0.316
C 2.1087 -2.3158 -1.4068 0.104 -0.217 -0.041 -1.514
C 0.8029 -1.9719 -1.7455 0.046 0.361 -0.165 -0.652
C 0.2116 -0.8680 -1.1627 0.339 -0.146 -0.311 -0.529
N 0.8339 -0.0869 -0.2592 -0.329 0.277 0.167 -0.295
C 2.1083 -0.4202 0.1300 0.487 -0.013 -0.178 0.066
C 2.7077 0.3937 1.1659 -0.088 -0.008 -0.096 0.084
O 2.0882 1.3675 1.7090 0.307 -0.233 0.132 -0.889
H 5.7347 -1.2317 1.2868 -0.003 -0.054 -0.011 0.414
H 2.5995 -3.1675 -1.8564 0.017 0.016 -0.009 0.350
H 0.2386 -2.5601 -2.4608 -0.016 0.028 -0.033 0.442
H -0.7980 -0.5995 -1.4232 -0.083 0.096 -0.053 0.241
S -1.0456 0.4297 2.8930 -0.157 0.126 -0.016 -0.484
C -0.2786 -0.9940 2.2885 -0.934 0.034 -0.241 0.047
N -0.9427 -1.6899 1.3229 0.836 -0.037 0.435 0.163
C -0.4067 -2.7735 0.7195 -0.754 0.184 -0.138 -0.230
C 0.8057 -3.2598 1.1192 0.633 -0.591 0.518 -0.612
C 1.4964 -2.6125 2.1545 -0.660 0.225 -0.183 -0.231
C 0.9438 -1.4880 2.7348 0.467 -0.484 0.273 -0.454
H -1.7479 -1.2266 0.9037 -0.096 -0.052 0.132 0.302
H -0.9925 -3.2106 -0.0734 -0.019 -0.013 0.069 0.511
H 1.2346 -4.1163 0.6207 -0.053 0.043 -0.005 0.292
H 2.4744 -2.9536 2.4647 0.040 -0.040 -0.020 0.381
H 1.4615 -0.9513 3.5149 -0.018 0.123 -0.064 0.325
Cl 0.4575 4.0618 0.5570 0.168 1.038 -0.233 -0.659
```
Forces are in eV/Å.

Output
charge = -2
E_HOMO (spin up / spin down) = 0.0186 / -0.0509 Eh
LUMO (spin up / spin down) = 4.44 / 4.42 eV
spin multiplicity = 2